1.
Below is a molecular structure, C14H19F7NbO4S, with properties calculated with ωB97M-V with the def2-TZVPD basis set.

Charge: -1
HOMO energy (eV): -5.3
Spin multiplicity: 1
Orbital gap (eV): 6.961
LUMO level (Eh): 0.0614

CARTESIAN COORDINATES (ANGSTROEM)
H -2.798 -2.810 -2.292
C -0.273 2.844 2.449
S -0.825 2.761 0.638
C 1.632 0.944 -0.748
C 0.191 -3.584 0.086
H 3.523 -3.266 0.845
O -1.876 3.731 0.374
H -1.867 -0.033 -1.433
C 1.716 -1.878 -0.435
H 0.615 4.909 -1.283
H 1.294 0.723 0.276
C -0.087 1.651 4.773
H -3.525 -1.352 -2.934
C -0.545 -1.703 -1.229
H 0.249 2.119 -3.316
F -1.924 1.410 3.364
O -0.206 2.667 -2.658
F -0.551 2.701 5.454
H 2.352 -3.775 2.030
H -1.661 0.356 -3.749
H -1.766 -3.381 -0.611
H -3.552 -1.610 -1.166
H -1.659 -1.370 -4.088
H 2.727 0.834 -0.758
C -0.790 -2.910 -0.598
C 2.568 -3.790 0.954
F -0.523 0.543 5.409
H -0.138 -0.537 -3.576
C 0.730 -1.191 -1.113
Nb 1.040 3.118 -1.160
H -0.076 -4.519 0.579
C -0.586 1.592 3.300
H 2.708 -1.443 -0.356
O -1.356 1.416 0.414
H 2.626 -4.825 0.604
H 2.394 3.325 -2.354
C 1.470 -3.081 0.184
C -2.964 -1.749 -2.080
F 1.035 3.136 2.566
C -1.219 -0.599 -3.440
O 1.023 0.025 -1.691
F 1.248 1.634 4.860
C -1.633 -0.953 -1.980
F -0.945 3.883 3.018
F -0.060 0.469 2.774
H 2.265 3.567 0.099

2.
Below is a molecular structure, C14H19GeHfN2S2Se, with properties calculated with ωB97M-V with the def2-TZVPD basis set.

Charge: +1
HOMO energy (eV): -12.6
Spin multiplicity: 1
Orbital gap (eV): 8.193
LUMO level (Eh): -0.1622

CARTESIAN COORDINATES (ANGSTROEM)
H 2.343 -1.361 0.938
C 0.261 -1.369 1.731
H 1.345 1.176 -5.710
C -2.282 0.518 -2.307
Se 1.096 0.998 -2.452
C 2.344 0.803 -5.936
H 1.467 -2.417 -5.793
C 1.695 2.772 -1.913
N -2.015 -1.643 -5.011
H 3.555 0.846 -2.627
C 0.112 0.910 1.923
C -1.995 -1.255 -3.931
H 2.902 -0.716 -2.143
H 0.752 -1.904 -4.284
H 2.153 -2.982 -4.268
H 2.471 2.676 -1.159
C 1.398 0.595 1.419
C -0.587 -0.303 2.120
H 0.829 3.306 -1.527
H 2.317 0.414 -6.953
Hf -0.241 -0.086 -0.315
C 1.702 -2.126 -4.771
S -1.340 -1.958 -1.416
C -2.673 1.402 -3.369
C 4.755 -1.097 -4.958
C 1.489 -0.809 1.306
H 0.014 -2.419 1.754
C 2.792 0.101 -2.856
H 5.068 -1.845 -4.231
H -1.602 -0.398 2.476
H -0.272 1.900 2.119
H 2.067 3.260 -2.809
Ge 2.899 -0.599 -4.719
N -2.951 2.129 -4.213
H 4.903 -1.518 -5.952
H 5.407 -0.228 -4.863
H 3.047 1.636 -5.921
S -2.205 1.290 -0.718
C -1.940 -0.765 -2.582
H 2.175 1.302 1.169

Question: What is the orbital gap in the first record?
Answer: 6.961 eV

Please write out number 1 again, unchanged.
Below is a molecular structure, C14H19F7NbO4S, with properties calculated with ωB97M-V with the def2-TZVPD basis set.

Charge: -1
HOMO energy (eV): -5.3
Spin multiplicity: 1
Orbital gap (eV): 6.961
LUMO level (Eh): 0.0614

CARTESIAN COORDINATES (ANGSTROEM)
H -2.798 -2.810 -2.292
C -0.273 2.844 2.449
S -0.825 2.761 0.638
C 1.632 0.944 -0.748
C 0.191 -3.584 0.086
H 3.523 -3.266 0.845
O -1.876 3.731 0.374
H -1.867 -0.033 -1.433
C 1.716 -1.878 -0.435
H 0.615 4.909 -1.283
H 1.294 0.723 0.276
C -0.087 1.651 4.773
H -3.525 -1.352 -2.934
C -0.545 -1.703 -1.229
H 0.249 2.119 -3.316
F -1.924 1.410 3.364
O -0.206 2.667 -2.658
F -0.551 2.701 5.454
H 2.352 -3.775 2.030
H -1.661 0.356 -3.749
H -1.766 -3.381 -0.611
H -3.552 -1.610 -1.166
H -1.659 -1.370 -4.088
H 2.727 0.834 -0.758
C -0.790 -2.910 -0.598
C 2.568 -3.790 0.954
F -0.523 0.543 5.409
H -0.138 -0.537 -3.576
C 0.730 -1.191 -1.113
Nb 1.040 3.118 -1.160
H -0.076 -4.519 0.579
C -0.586 1.592 3.300
H 2.708 -1.443 -0.356
O -1.356 1.416 0.414
H 2.626 -4.825 0.604
H 2.394 3.325 -2.354
C 1.470 -3.081 0.184
C -2.964 -1.749 -2.080
F 1.035 3.136 2.566
C -1.219 -0.599 -3.440
O 1.023 0.025 -1.691
F 1.248 1.634 4.860
C -1.633 -0.953 -1.980
F -0.945 3.883 3.018
F -0.060 0.469 2.774
H 2.265 3.567 0.099

Question: What is the HOMO energy in the first record?
Answer: -5.3 eV

Copy entry 2 word for word.
Below is a molecular structure, C14H19GeHfN2S2Se, with properties calculated with ωB97M-V with the def2-TZVPD basis set.

Charge: +1
HOMO energy (eV): -12.6
Spin multiplicity: 1
Orbital gap (eV): 8.193
LUMO level (Eh): -0.1622

CARTESIAN COORDINATES (ANGSTROEM)
H 2.343 -1.361 0.938
C 0.261 -1.369 1.731
H 1.345 1.176 -5.710
C -2.282 0.518 -2.307
Se 1.096 0.998 -2.452
C 2.344 0.803 -5.936
H 1.467 -2.417 -5.793
C 1.695 2.772 -1.913
N -2.015 -1.643 -5.011
H 3.555 0.846 -2.627
C 0.112 0.910 1.923
C -1.995 -1.255 -3.931
H 2.902 -0.716 -2.143
H 0.752 -1.904 -4.284
H 2.153 -2.982 -4.268
H 2.471 2.676 -1.159
C 1.398 0.595 1.419
C -0.587 -0.303 2.120
H 0.829 3.306 -1.527
H 2.317 0.414 -6.953
Hf -0.241 -0.086 -0.315
C 1.702 -2.126 -4.771
S -1.340 -1.958 -1.416
C -2.673 1.402 -3.369
C 4.755 -1.097 -4.958
C 1.489 -0.809 1.306
H 0.014 -2.419 1.754
C 2.792 0.101 -2.856
H 5.068 -1.845 -4.231
H -1.602 -0.398 2.476
H -0.272 1.900 2.119
H 2.067 3.260 -2.809
Ge 2.899 -0.599 -4.719
N -2.951 2.129 -4.213
H 4.903 -1.518 -5.952
H 5.407 -0.228 -4.863
H 3.047 1.636 -5.921
S -2.205 1.290 -0.718
C -1.940 -0.765 -2.582
H 2.175 1.302 1.169